# C31H53BrCuNP3

A structure of composition C31H53BrCuNP3 in a non-equilibrium geometry (the ωB97M-V functional and the def2-TZVPD basis, OMol25).

```
90
C31H53BrCuNP3 the ωB97M-V functional and the def2-TZVPD basis
C -4.54 -3.06 -5.69
C -4.46 -1.78 -5.10
C -5.38 -0.81 -5.54
C -6.33 -1.15 -6.53
N -6.38 -2.37 -7.06
C -5.52 -3.32 -6.67
C -3.46 -1.45 -4.10
C -2.59 -1.05 -3.35
C -1.53 -0.78 -2.47
C -1.41 -1.69 -1.41
C -0.31 -1.58 -0.57
C 0.58 -0.56 -0.86
C 0.50 0.38 -1.85
C -0.62 0.28 -2.70
Cu 1.08 -0.18 0.91
P -0.04 -0.19 2.71
H -5.37 0.19 -5.14
H -3.86 -3.86 -5.41
H -7.05 -0.40 -6.88
H -5.60 -4.30 -7.13
H -0.78 0.96 -3.53
H -2.14 -2.50 -1.30
H 1.26 1.15 -1.96
H -0.20 -2.29 0.25
C 0.89 0.62 4.04
C 0.08 1.39 5.07
H 1.62 1.27 3.55
H 1.46 -0.19 4.52
H 0.77 1.73 5.86
H -0.39 2.29 4.65
H -0.69 0.78 5.55
C -1.46 0.85 2.23
C -2.82 0.18 2.14
H -1.21 1.28 1.25
H -1.47 1.68 2.95
H -3.54 0.92 1.76
H -2.83 -0.67 1.45
H -3.18 -0.16 3.12
C -0.65 -1.77 3.36
C -1.24 -1.76 4.77
H 0.18 -2.48 3.31
H -1.41 -2.12 2.64
H -1.61 -2.76 4.98
H -0.49 -1.51 5.53
H -2.09 -1.07 4.87
Br 2.98 1.24 0.25
P 0.18 4.63 -0.28
C -0.57 3.97 1.24
C -0.79 5.14 2.20
H 0.12 3.21 1.66
H -1.52 3.48 0.99
H -1.53 4.89 2.97
H 0.14 5.42 2.71
H -1.16 6.02 1.66
C 1.92 4.16 -0.27
C 2.82 5.19 -0.96
H 1.98 3.17 -0.78
H 2.22 4.01 0.78
H 3.87 4.94 -0.77
H 2.66 5.20 -2.05
H 2.63 6.20 -0.57
C -0.64 3.77 -1.67
C -1.73 4.70 -2.22
H -1.05 2.82 -1.31
H 0.13 3.54 -2.43
H -2.09 4.34 -3.19
H -2.58 4.75 -1.53
H -1.34 5.71 -2.35
C 3.06 -3.39 3.01
C 3.77 -2.62 1.90
P 2.68 -2.05 0.52
C 3.90 -1.53 -0.78
C 5.12 -2.38 -1.07
C 2.07 -3.66 -0.18
C 3.02 -4.84 -0.25
H 2.31 -2.77 3.53
H 3.79 -3.71 3.76
H 2.56 -4.30 2.65
H 4.20 -1.69 2.31
H 4.59 -3.22 1.49
H 3.31 -1.35 -1.69
H 4.26 -0.54 -0.44
H 4.88 -3.21 -1.74
H 5.86 -1.74 -1.56
H 5.57 -2.76 -0.15
H 1.19 -3.93 0.42
H 1.69 -3.41 -1.19
H 3.45 -5.09 0.72
H 2.45 -5.72 -0.59
H 3.83 -4.68 -0.97
```

Calculated values
- largest force on an atom (Eh/bohr) = 0.05326
- LUMO energy (spin up / spin down) (eV) = -7.814 / -8.564
- HOMO energy (spin up / spin down) (eV) = -13.1 / -13.1
- total charge = +2
- energy relative to the best compared isomer or geometry (same formula, charge and spin) (kcal/mol) = 34.6
- multiplicity = 2
- orbital gap (spin up / spin down) (eV) = 5.3 / 4.5